(1)
C5H10O2 | ωB97M-V/def2-TZVPD

XYZ file:
```
17
Properties=species:S:1:pos:R:3
C 2.11724 0.92378 -0.48476
O 0.70519 0.87463 -0.51224
C 0.20142 -0.40063 -0.73663
C 0.35133 -1.62979 0.20796
O -0.96720 -1.78171 0.24007
C -1.30494 -0.57196 -0.51002
C -2.00078 0.45386 0.34617
H 2.50918 0.35828 0.36994
H 2.55406 0.52129 -1.41163
H 2.40026 1.97502 -0.38536
H 0.52963 -0.79809 -1.71259
H 0.63760 -0.33231 2.02264
H 0.85132 -1.00576 1.73742
H -1.89676 -0.85502 -1.38498
H -2.07293 1.39633 -0.20520
H -3.00851 0.11654 0.60638
H -1.43690 0.63945 1.26470
```

Results
Molar mass ... 102.13 g mol⁻¹
LUMO ... 0.9 eV
Largest force on an atom ... 0.488 eV/Å
HOMO level ... -8.44 eV
Orbital gap ... 9.3 eV
E ... -346.80412 Eh

(2)
C5H10O2 | ωB97M-V/def2-TZVPD

XYZ file:
```
17
Properties=species:S:1:pos:R:3
C 1.33559 0.07343 1.06770
C 0.29066 0.08507 -0.03096
C 0.49108 -1.01923 -1.05269
C -0.12700 1.39821 -0.57467
O -1.71452 1.13386 -0.19451
C -1.28250 0.10075 0.59895
O -1.99328 -1.06543 0.50386
H 1.30120 -0.87590 1.60286
H 1.16568 0.87576 1.78531
H 2.33754 0.19489 0.65332
H -0.26250 -0.97014 -1.83886
H 1.47428 -0.93944 -1.51875
H 0.42121 -1.99355 -0.56907
H 0.19558 2.28529 -0.03184
H -0.16475 1.54329 -1.65158
H -1.19049 0.33495 1.66651
H -2.27779 -1.16183 -0.41558
```

Results
Molar mass ... 102.13 g mol⁻¹
LUMO ... 0.8 eV
Largest force on an atom ... 3.455 eV/Å
HOMO level ... -9.02 eV
Orbital gap ... 9.9 eV
SMILES string ... CC1(C)CO[C@H]1O
E ... -346.93753 Eh

(3)
C5H10O2 | ωB97M-V/def2-TZVPD

XYZ file:
```
17
Properties=species:S:1:pos:R:3
C 2.42461 -0.33042 0.78983
O 1.03782 -0.16714 0.61370
C 0.62583 -0.37992 -0.75671
C -0.82218 -0.29055 -1.07286
C -1.91929 -0.69836 -0.23846
C -1.66183 0.85858 -0.12856
O -1.14818 1.39683 1.03438
H 2.73883 -1.35381 0.53363
H 2.65150 -0.14367 1.84249
H 3.00305 0.37162 0.16829
H 1.22486 0.29431 -1.39238
H 0.91311 -1.41095 -1.04701
H -1.55306 1.44929 -1.07883
H -2.85718 -0.99723 -0.73446
H -1.85180 -1.13790 0.76975
H -2.60349 1.37760 -0.39899
H -0.20262 1.16172 1.09620
```

Results
Molar mass ... 102.13 g mol⁻¹
LUMO ... 0.9 eV
Largest force on an atom ... 2.274 eV/Å
HOMO level ... -7.52 eV
Orbital gap ... 8.4 eV
E ... -346.78221 Eh

Quick rundown of relative energy (zero: lowest compared OMol25 entry of this formula, charge and spin), same order as above: 138.9 55.2 152.6 kcal/mol